Below is 2 unconnected molecules or ions with the total composition C2H8N2 at a distorted geometry, with properties calculated with ωB97M-V/def2-TZVPD.

Bonds (Å) are listed after each position.
Positions of all 12 atoms, in Å:
1 N 2.359 -0.067 -0.130  H2 1.004, H3 1.040, H4 1.021
2 H 2.779 0.842 -0.200  N1 1.004
3 H 2.688 -0.506 0.754  N1 1.040
4 H 1.342 -0.010 -0.061  N1 1.021
5 C -1.169 0.895 -0.512  N7 1.412, H8 1.038, H9 1.077, H10 1.062
6 C -1.130 -1.174 0.635  N7 1.306, H11 1.136, H12 1.118
7 N -0.591 -0.007 0.407  C5 1.412, C6 1.306
8 H -0.372 1.540 -0.675  C5 1.038
9 H -1.952 1.493 -0.078  C5 1.077
10 H -1.522 0.522 -1.442  C5 1.062
11 H -1.741 -1.728 -0.147  C6 1.136
12 H -0.691 -1.801 1.450  C6 1.118

Summary:
Charge: -1
Molecular weight (g/mol): 60.10
HOMO-LUMO gap (spin up / spin down) (eV): 4.049 / 7.749
HOMO (spin up / spin down) (Ha): 0.0265 / -0.1116
⟨S²⟩: 0.753
2S+1: 2
Maximum force (eV Å⁻¹): 2.83